Run i
Formula: C6H13N3
Source: OMol25
Level of theory: ωB97M-V/def2-TZVPD

For the highest occupied orbital energy, the calculation gives -5.789 eV. As for the frontier orbital gap: 6.847 eV. The calculation puts the LUMO energy at 1.06 eV. Its charge is 0.

Cartesian coordinates (Å):
H 0.03 -2.59 -0.03
H -2.44 1.82 -1.01
C 0.82 -2.08 0.52
H 2.09 1.15 -1.49
N -1.52 1.50 -1.29
C -1.90 -0.37 0.23
C 0.77 0.74 1.05
H 1.66 -2.76 0.64
H -2.06 -1.32 -0.30
C -0.96 0.50 -0.54
H 0.43 -1.89 1.53
H 0.87 0.88 -2.54
N 1.08 1.16 -1.59
H 0.61 0.86 2.96
C 1.27 -0.82 -0.14
H -1.49 -0.57 1.22
H 1.47 1.57 0.93
C 0.42 0.23 -0.70
H -2.86 0.11 0.35
H 2.32 -0.69 -0.38
N 0.25 0.35 2.15
H -0.87 2.23 -1.58



Run ii
Formula: C6H13N3
Source: OMol25
Level of theory: ωB97M-V/def2-TZVPD

For the highest occupied orbital energy, the calculation gives -7.002 eV. As for the frontier orbital gap: 8.026 eV. The calculation puts the LUMO energy at 1.02 eV. Its charge is 0.

Cartesian coordinates (Å):
H -3.21 -0.24 -1.04
N 0.72 -1.50 -0.17
H 2.36 1.24 0.96
H 2.86 -0.40 1.26
H 1.48 -3.28 -0.45
H 1.05 2.46 -0.27
C -0.14 0.67 0.01
H -3.13 1.27 -0.12
C 2.39 0.24 0.51
C 1.01 -0.25 0.14
H -2.24 1.09 -1.64
H -0.67 2.75 -0.06
H 3.02 0.25 -0.38
C 0.06 2.07 -0.50
H -0.88 -1.45 1.28
C -2.55 0.57 -0.73
H -2.42 -1.58 0.66
N 1.69 -2.43 0.07
H -0.05 2.12 -1.59
H 1.72 -2.70 1.06
C -1.37 0.03 0.03
N -1.70 -0.94 0.97



Run iii
Formula: C6H13N3
Source: OMol25
Level of theory: ωB97M-V/def2-TZVPD

For the highest occupied orbital energy, the calculation gives -8.404 eV. As for the frontier orbital gap: 8.629 eV. The calculation puts the LUMO energy at 0.22 eV. Its charge is 0.

Cartesian coordinates (Å):
H -0.98 -2.56 -0.67
C 0.61 0.80 -0.07
C 0.15 2.15 -0.17
N 1.87 0.66 0.00
H -1.84 -0.03 1.76
H 0.93 2.71 0.97
H 2.06 -1.17 1.09
N -0.24 -0.18 -0.51
C -1.66 0.19 -0.52
H 0.37 2.52 -1.26
C -2.36 -0.32 0.82
C 0.07 -1.68 -0.51
H -1.28 1.77 0.15
N 3.87 -0.38 0.05
H 3.83 0.62 -0.43
H -2.21 -0.44 -1.41
H -2.23 -1.54 0.59
C 2.62 -0.38 0.38
H -1.93 1.13 -0.57
H 0.90 -2.02 0.79
H 0.92 -1.85 -1.34
H -3.46 0.00 0.87



Run iv
Formula: C6H13N3
Source: OMol25
Level of theory: ωB97M-V/def2-TZVPD

For the highest occupied orbital energy, the calculation gives -8.653 eV. As for the frontier orbital gap: 9.527 eV. The calculation puts the LUMO energy at 0.87 eV. Its charge is 0.

Cartesian coordinates (Å):
H -1.74 2.15 0.48
H 1.25 -0.07 1.01
C 0.19 -1.06 -1.69
N -0.36 -1.32 1.26
H 2.01 -2.14 -1.84
H -1.15 2.47 -1.16
N -0.29 0.19 -1.37
H 0.21 0.27 3.23
C -0.15 0.82 2.37
H -1.22 0.96 2.48
H -1.51 -1.97 -1.60
C 1.65 -1.14 -2.01
H -1.36 -1.30 1.43
H 1.79 -0.90 -3.09
N -0.51 -2.12 -1.74
H -0.22 -1.90 0.40
H -0.12 2.81 0.25
C -0.86 2.13 -0.16
C -0.32 0.74 -0.24
H 0.33 1.79 2.35
C 0.16 0.01 1.11
H 2.22 -0.42 -1.45



Order of stability, best first: run iv, run ii, run i, run iii



Run i
Formula: CH6NPS
Source: OMol25
Level of theory: ωB97M-V/def2-TZVPD

For the highest occupied orbital energy, the calculation gives -8.706 eV. As for the frontier orbital gap: 9.694 eV. The calculation puts the LUMO energy at 0.99 eV. Its charge is 0.

Cartesian coordinates (Å):
C 0.33 -0.32 -1.42
H 0.70 -1.14 -2.10
H 0.50 1.73 0.46
P 0.63 0.66 1.38
H -0.62 -0.41 -0.94
H 0.61 0.68 -1.94
S 1.43 -0.68 -0.02
H -1.67 0.55 1.84
N -0.98 -0.05 1.25
H -0.93 -1.03 1.49



Run ii
Formula: CH6NPS
Source: OMol25
Level of theory: ωB97M-V/def2-TZVPD

For the highest occupied orbital energy (alpha / beta), the calculation gives -9.415 / -8.324 eV. As for the frontier orbital gap (alpha / beta): 8.410 / 7.592 eV. The calculation puts the LUMO energy (alpha / beta) at -1.00 / -0.73 eV. Its charge is 0.

Cartesian coordinates (Å):
H 0.95 -2.43 0.11
C -1.15 0.54 -0.75
H -1.01 1.45 -0.28
H -0.92 0.55 -1.77
N 0.09 -1.89 -0.32
H -2.08 0.08 -0.46
H 1.79 1.40 0.79
P 0.19 -0.41 0.18
H 0.14 0.11 2.62
S 1.99 0.61 -0.12



Order of stability, best first: run i, run ii



Run i
Formula: CH6NPS
Source: OMol25
Level of theory: ωB97M-V/def2-TZVPD

For the highest occupied orbital energy (alpha / beta), the calculation gives -7.897 / -9.811 eV. As for the frontier orbital gap (alpha / beta): 7.271 / 8.847 eV. The calculation puts the LUMO energy (alpha / beta) at -0.63 / -0.96 eV. Its charge is 0.

Cartesian coordinates (Å):
H 0.64 -1.66 -0.35
H -2.25 1.51 0.11
P -0.30 0.39 0.25
C 0.18 -0.90 -1.03
H -0.62 -1.17 -1.67
H 1.43 -1.05 2.26
N -1.72 0.72 -0.20
S 0.39 -0.19 2.22
H 1.21 2.65 -0.13
H 1.05 -0.31 -1.47



Run ii
Formula: CH6NPS
Source: OMol25
Level of theory: ωB97M-V/def2-TZVPD

For the highest occupied orbital energy, the calculation gives -8.677 eV. As for the frontier orbital gap: 9.438 eV. The calculation puts the LUMO energy at 0.76 eV. Its charge is 0.

Cartesian coordinates (Å):
C -1.01 0.29 -0.83
H -1.32 -0.81 -1.00
H 0.72 -1.37 -0.78
H -1.99 0.73 -0.98
H 0.93 1.48 2.43
S 0.70 1.96 1.24
N 1.33 -1.16 0.00
H 1.15 -1.94 0.65
H -0.27 0.67 -1.57
P -0.23 0.15 0.85



Order of stability, best first: run ii, run i



Run i
Formula: H19O10
Source: OMol25
Level of theory: ωB97M-V/def2-TZVPD

For the highest occupied orbital energy, the calculation gives -6.854 eV. As for the frontier orbital gap: 9.613 eV. The calculation puts the LUMO energy at 2.76 eV. Its charge is -1.

Cartesian coordinates (Å):
H -1.22 0.40 -0.07
O 2.23 1.41 -1.48
O -2.14 0.70 0.33
H -0.45 2.19 -0.71
H 1.91 -3.41 -1.92
H 1.89 0.09 2.32
O -0.23 -2.52 -0.13
H 2.63 0.75 -1.92
O -1.01 0.30 -2.92
H -1.83 -0.37 3.01
H -1.00 2.96 -1.71
O 1.37 -2.89 -2.48
H 1.39 0.80 -1.13
H 0.08 -2.38 0.84
H -0.47 -1.58 -0.37
H -1.64 -0.26 -2.84
H -0.57 0.78 2.49
O -0.31 0.16 -0.54
O 0.19 1.06 1.98
O -0.57 3.05 -0.85
O 2.70 -0.30 2.64
H -2.69 0.24 -0.26
H 0.36 -0.36 -0.13
H -1.66 0.51 2.03
O -1.62 0.47 2.96
H 0.95 -2.30 -1.87
H -0.69 0.37 -1.95
H 0.11 0.65 1.17
H 2.31 -0.55 3.51



Run ii
Formula: H19O10
Source: OMol25
Level of theory: ωB97M-V/def2-TZVPD

For the highest occupied orbital energy, the calculation gives -6.060 eV. As for the frontier orbital gap: 8.575 eV. The calculation puts the LUMO energy at 2.51 eV. Its charge is -1.

Cartesian coordinates (Å):
H 2.19 0.64 1.77
H 0.46 0.67 1.25
H -2.66 -1.44 3.17
O 0.58 3.78 1.03
H 1.79 -0.45 -2.65
H 1.42 -0.12 4.11
H -1.11 1.37 0.87
O -0.83 0.47 1.13
H -1.81 -0.98 -2.52
O -3.09 -1.72 2.34
O 2.15 0.44 -2.49
H -0.56 -1.67 -0.35
H 0.02 3.30 1.76
H -2.62 -1.49 -1.19
H 1.29 3.07 1.08
H 1.38 -1.92 -1.71
H -2.60 -1.28 1.66
H 0.52 0.73 3.25
O -2.48 -0.85 -1.87
O 0.17 1.85 -4.03
O -1.27 -1.97 0.23
H -1.13 -1.21 0.88
O 1.54 0.97 1.16
O 0.60 0.37 4.11
H 1.06 1.67 -3.62
O 1.98 -2.64 -1.94
H -0.31 1.08 -3.70
H 1.76 0.82 -1.70
H 1.55 -3.49 -2.06



Run iii
Formula: H19O10
Source: OMol25
Level of theory: ωB97M-V/def2-TZVPD

For the highest occupied orbital energy, the calculation gives -5.876 eV. As for the frontier orbital gap: 9.078 eV. The calculation puts the LUMO energy at 3.20 eV. Its charge is -1.

Cartesian coordinates (Å):
H -0.70 -3.18 1.07
H 0.72 1.07 -0.22
H -0.64 1.34 -0.71
O -1.09 -0.30 4.14
H 2.24 -1.26 1.49
H -3.69 0.26 -2.62
O 1.53 -1.40 -1.99
O -0.84 -0.07 -1.60
H 0.58 3.74 -0.73
O 1.99 -0.70 0.76
H -2.68 -1.58 0.06
O 1.23 4.15 -0.16
O 0.23 1.82 -0.53
O 3.35 1.54 -0.07
H 2.41 -1.11 0.07
H 0.63 -1.32 -1.57
O -3.45 0.02 -1.82
H 1.00 3.76 0.68
H 2.45 1.14 -0.20
O -0.73 -2.71 1.98
O -1.77 -1.96 -0.19
H -1.21 -0.82 3.28
H 2.96 2.37 -0.32
H -0.94 -0.44 -2.44
H -2.81 -0.68 -1.68
H -1.24 -1.86 1.80
H -0.16 -0.20 4.47
H -1.32 -0.99 -0.75
H 1.92 -0.62 -2.17



Run iv
Formula: H19O10
Source: OMol25
Level of theory: ωB97M-V/def2-TZVPD

For the highest occupied orbital energy, the calculation gives -6.045 eV. As for the frontier orbital gap: 8.988 eV. The calculation puts the LUMO energy at 2.94 eV. Its charge is -1.

Cartesian coordinates (Å):
H 0.46 1.92 -1.80
O -2.48 0.68 -0.34
O 0.69 -0.28 1.02
H 1.01 0.87 0.49
H -0.33 -1.85 -3.43
O 0.96 -1.39 3.84
H -2.08 -1.29 -1.98
O 1.34 1.99 0.21
O -1.11 -1.81 1.77
O 0.53 -1.46 -3.83
O 0.45 2.17 -2.72
H 0.28 -0.75 0.29
H 0.72 -0.48 3.72
H -2.06 1.12 -1.10
H 3.53 -0.58 -0.09
H -1.55 -1.43 2.55
H 2.65 -0.66 1.06
H -2.19 1.23 0.41
O -2.10 -2.24 -2.18
H 1.49 -1.60 3.05
H 0.11 -0.75 -4.40
O -1.43 2.30 1.38
H -0.66 1.87 1.87
H 0.42 1.37 -3.26
H -0.33 -1.12 1.85
H -2.48 -2.62 -1.39
O 3.57 -0.89 0.84
H 1.70 2.50 0.97
H -1.08 3.18 1.23



Order of stability, best first: run iv, run ii, run iii, run i



Run i
Formula: H28O14
Source: OMol25
Level of theory: ωB97M-V/def2-TZVPD

For the highest occupied orbital energy, the calculation gives -9.646 eV. As for the frontier orbital gap: 9.386 eV. The calculation puts the LUMO energy at -0.26 eV. Its charge is 0.

Cartesian coordinates (Å):
H 6.98 3.51 -1.46
O 7.09 4.41 1.53
O 10.13 -0.37 3.59
O 5.59 0.31 1.37
H 11.72 0.68 -2.09
H 10.63 0.52 -0.61
H 10.37 5.65 0.03
H 9.07 3.06 -4.02
H 10.41 0.33 -2.42
H 8.25 1.60 3.22
O 9.73 3.47 -3.55
O 8.61 2.17 0.52
H 9.66 5.11 1.13
O 10.35 4.08 2.69
H 8.90 1.36 1.04
H 6.58 1.74 0.02
H 9.64 4.15 3.15
H 9.44 -1.10 3.83
H 10.54 3.32 -0.23
O 9.80 4.94 0.20
O 6.15 2.30 -0.77
O 7.87 4.14 -1.66
H 6.41 0.25 1.80
H 6.06 4.52 1.81
H 7.43 0.23 3.30
H 11.03 2.16 -1.33
H 9.62 0.38 3.43
H 10.61 3.10 2.66
O 7.56 -1.57 0.70
H 8.14 -2.34 0.75
H 7.54 3.67 1.18
H 11.44 0.21 0.60
O 11.11 2.50 -0.23
H 9.43 2.23 -0.07
O 10.41 0.23 0.28
H 9.26 3.45 -2.56
H 5.52 1.62 -1.34
H 5.16 0.78 1.96
H 8.21 4.43 -0.84
O 8.17 0.71 2.90
H 8.20 -0.73 0.82
O 10.97 0.44 -1.66



Run ii
Formula: H28O14
Source: OMol25
Level of theory: ωB97M-V/def2-TZVPD

For the highest occupied orbital energy, the calculation gives -10.008 eV. As for the frontier orbital gap: 8.841 eV. The calculation puts the LUMO energy at -1.17 eV. Its charge is 0.

Cartesian coordinates (Å):
H 1.62 -2.47 2.87
O -2.23 -1.20 -2.98
H 3.12 1.63 -0.01
H 3.09 -0.77 -0.04
H 1.39 -1.53 -1.83
O -1.28 -2.00 1.11
H -4.54 -0.63 -0.46
H -1.01 -2.76 0.61
O -2.23 1.23 2.75
O 1.55 1.76 2.74
H -1.11 2.00 -3.39
H 0.75 1.74 3.26
O 2.48 2.24 -0.38
H 1.17 -2.22 -3.16
H 2.70 0.45 -3.47
H 2.07 0.89 -2.17
H -2.02 1.96 2.17
H 0.11 1.10 -3.41
H -1.69 3.23 0.02
H -1.50 1.73 -0.14
H 1.64 1.94 -0.04
H -0.81 -0.56 4.44
H 1.47 -1.98 1.45
H -1.41 1.07 3.23
O -0.12 0.52 0.19
H -0.52 -0.12 0.78
O -0.18 0.02 4.01
H -0.57 -1.85 1.73
H 3.34 -1.41 -1.39
O 0.72 -1.98 -2.35
H 0.42 -0.57 3.56
O -4.09 -1.17 0.18
O 2.77 -0.79 -0.94
O 1.94 0.92 -3.12
H -0.09 0.07 -0.66
H -1.81 -0.34 -3.05
H -3.16 -1.08 -0.03
O -0.84 1.09 -3.29
O 1.13 -1.85 2.33
O -2.17 2.40 -0.05
H -1.52 -1.82 -3.14
H 1.41 1.10 2.05



Order of stability, best first: run ii, run i



Run i
Formula: H28O14
Source: OMol25
Level of theory: ωB97M-V/def2-TZVPD

For the highest occupied orbital energy, the calculation gives -10.169 eV. As for the frontier orbital gap: 9.608 eV. The calculation puts the LUMO energy at -0.56 eV. Its charge is 0.

Cartesian coordinates (Å):
H 1.41 1.84 2.09
H 1.91 0.58 -2.91
O 2.16 0.48 0.38
H 2.29 -0.48 0.49
H -0.03 -1.73 2.87
H -0.79 -1.01 -0.15
H -1.82 -2.64 0.84
H -3.78 0.86 1.55
O -0.24 1.96 1.29
H 1.51 -1.73 1.55
O 2.08 -2.17 0.84
O -3.64 -2.30 -1.85
O 0.30 -1.06 2.31
H -3.08 -2.06 1.53
H -0.77 -2.89 -2.89
O 2.65 0.86 -2.36
O -0.71 2.38 -1.53
H -2.88 -0.15 0.81
O 1.96 2.04 2.86
H 1.68 4.16 1.14
H -0.97 2.49 0.99
H -0.16 -2.81 -1.54
O -2.92 0.75 1.14
H 0.22 2.26 -1.65
H -2.74 -2.52 -1.73
H 1.23 2.86 0.38
H 2.59 0.45 -1.51
O -1.01 -3.02 -2.00
H -0.83 1.58 -1.01
O -2.35 -1.87 0.94
H -3.42 -1.40 -1.97
H 0.49 0.00 -0.08
H -0.60 1.10 1.29
H -0.57 0.05 -3.74
H -0.07 -0.34 -2.41
O 1.88 3.56 0.41
H 0.72 -0.37 2.84
H 2.84 0.94 0.91
H 2.85 -2.63 1.22
H 2.73 2.43 2.48
O 0.26 -0.15 -3.29
O -0.36 -0.25 -0.53



Run ii
Formula: H28O14
Source: OMol25
Level of theory: ωB97M-V/def2-TZVPD

For the highest occupied orbital energy, the calculation gives -9.731 eV. As for the frontier orbital gap: 9.444 eV. The calculation puts the LUMO energy at -0.29 eV. Its charge is 0.

Cartesian coordinates (Å):
H -2.70 3.26 -1.16
H -1.52 1.43 -1.74
O -0.28 3.37 1.86
H 2.82 0.94 0.83
O 2.21 -0.55 3.81
H 1.56 -2.90 -0.17
H -2.63 -2.98 -0.67
H -0.26 2.56 1.34
O -1.08 1.75 -2.53
H 0.92 -0.40 -2.19
O 2.02 4.30 1.81
H -2.06 -2.42 2.03
H 2.33 3.73 2.52
H -2.33 1.95 2.08
H -0.25 -0.38 -0.28
O 0.77 0.48 -2.55
O 3.16 1.82 1.03
O 0.50 0.15 -0.01
H -1.81 -4.21 -1.00
O 1.98 -3.55 -1.99
H 1.30 -4.16 0.64
H 2.62 -0.63 2.94
H 3.99 1.65 1.49
H 0.95 -0.39 0.65
H -3.09 3.08 0.30
H 2.41 -4.16 -1.38
H 2.60 -2.81 -2.06
H -3.55 -2.73 1.92
H 1.42 3.74 1.31
O 1.14 -3.21 0.64
O -1.88 1.35 1.47
H -0.87 3.16 2.59
H 1.64 0.76 -2.86
H -1.66 2.44 -2.87
H -0.43 -0.92 -4.26
H -0.87 -2.34 -3.94
O -3.47 3.13 -0.59
H 2.01 0.39 3.89
O -2.81 -2.35 1.43
O -0.08 -1.79 -4.05
O -2.12 -3.38 -1.38
H -2.60 0.84 1.08



Order of stability, best first: run i, run ii



Run i
Formula: C5H6N3
Source: OMol25
Level of theory: ωB97M-V/def2-TZVPD

For the highest occupied orbital energy, the calculation gives -15.091 eV. As for the frontier orbital gap: 8.045 eV. The calculation puts the LUMO energy at -7.05 eV. Its charge is +1.

Cartesian coordinates (Å):
H 1.09 -2.48 0.06
C 0.91 -1.41 0.01
H -0.94 -1.84 -1.07
H -0.04 2.15 -1.08
N -0.85 0.13 -0.79
N -3.35 -0.37 0.41
H 2.63 -0.63 0.98
N -2.67 0.49 0.18
C 1.16 0.92 0.39
C -0.37 -1.06 -0.64
H -0.88 1.51 0.56
C -0.07 1.18 -0.35
C 1.69 -0.37 0.55
H 1.70 1.78 0.80



Run ii
Formula: C5H6N3
Source: OMol25
Level of theory: ωB97M-V/def2-TZVPD

For the highest occupied orbital energy (alpha / beta), the calculation gives -14.208 / -14.079 eV. As for the frontier orbital gap (alpha / beta): 6.206 / 5.691 eV. The calculation puts the LUMO energy (alpha / beta) at -8.00 / -8.39 eV. Its charge is +1.

Cartesian coordinates (Å):
H -0.64 -2.42 -0.38
H -2.48 0.11 1.08
N 2.88 -0.43 -0.10
N 1.09 1.29 -0.02
C 1.06 -1.90 0.07
H 3.18 1.43 0.09
C -0.13 -1.55 -0.09
H -2.64 -1.01 -0.37
N -0.13 0.89 0.02
C -2.22 -0.13 0.02
H 1.06 2.37 0.11
C 2.42 0.70 0.03
C -0.80 -0.19 -0.07
H -2.65 0.83 -0.40



Order of stability, best first: run i, run ii



Run i
Formula: C2H6N4O2
Source: OMol25
Level of theory: ωB97M-V/def2-TZVPD

For the highest occupied orbital energy, the calculation gives -9.756 eV. As for the frontier orbital gap: 10.025 eV. The calculation puts the LUMO energy at 0.27 eV. Its charge is 0.

Cartesian coordinates (Å):
H 1.67 -1.01 0.13
N -1.54 1.12 1.99
O -1.51 0.91 -0.86
H 0.41 -2.13 0.36
H -2.00 1.46 1.16
N -0.08 -0.18 0.57
C -0.60 0.30 1.79
O 1.60 -0.14 -1.71
H -0.16 0.23 -2.63
N 0.83 -1.27 0.69
C -0.50 0.25 -0.68
H 1.75 0.82 -1.67
H -0.06 -0.13 2.63
N 0.19 -0.23 -1.78



Run ii
Formula: C2H6N4O2
Source: OMol25
Level of theory: ωB97M-V/def2-TZVPD

For the highest occupied orbital energy, the calculation gives -8.355 eV. As for the frontier orbital gap: 9.030 eV. The calculation puts the LUMO energy at 0.68 eV. Its charge is 0.

Cartesian coordinates (Å):
N 2.19 -0.28 -0.23
H -4.05 -0.45 -0.62
H -1.28 1.11 1.14
N 1.13 1.86 0.00
H 2.09 2.23 0.16
O -0.02 -0.09 -0.28
N -2.14 -0.43 -0.45
C -1.21 0.22 0.33
O 2.30 -1.46 0.39
C 1.13 0.60 -0.12
N -3.42 -0.31 0.20
H -3.51 0.67 0.87
H 1.60 -2.15 -0.23
H 2.96 0.28 -0.14



Order of stability, best first: run i, run ii